Here is the molecule C5H14N2O2 from the OMol25 dataset. Energies are from the ωB97M-V functional and the def2-TZVPD basis.

Computed properties:
Strongest force on any atom ... 1.54 eV/A
Orbital gap ... 10.1 eV
E_LUMO ... 0.033 Ha
HOMO energy ... -9.20 eV
Relative energy (zero: lowest compared OMol25 entry of this formula, charge and spin) ... 0.895 eV

Each line ends with the natural charge from an NBO analysis.
Atoms and positions in Å:
H (0.6740, -1.3639, 2.7326)  0.205
H (0.2645, 2.6776, -1.5993)  0.193
H (2.3359, -1.0014, 2.2141)  0.205
H (0.0468, 1.7759, -3.1031)  0.205
H (-1.3787, 2.2594, -2.1509)  0.184
H (-2.6709, 0.0720, -0.6443)  0.366
N (-0.1934, 0.6638, -1.3727)  -0.666
C (-0.3381, 1.9165, -2.0952)  -0.425
H (1.4901, -0.3406, -0.0264)  0.207
O (-0.5642, -0.6322, 0.4852)  -0.555
N (-2.2408, 0.8347, -0.1325)  -0.871
O (-0.2565, 1.6091, 0.7594)  -0.731
H (-2.6175, 0.8110, 0.8095)  0.371
H (-0.6589, 2.4469, 0.5053)  0.482
C (0.8868, -0.9769, 0.6277)  0.090
C (1.2862, -0.7478, 2.0786)  -0.631
C (-0.8056, 0.6137, -0.0533)  0.771
H (1.1329, 0.2960, 2.3381)  0.232
C (1.0169, -2.4341, 0.2120)  -0.620
H (-0.5562, -0.1113, -1.9167)  0.360
H (2.0472, -2.7598, 0.3386)  0.210
H (0.3631, -3.0499, 0.8239)  0.210
H (0.7364, -2.5587, -0.8309)  0.210

Here is a structure of composition C15H21BF4GaGe2O7P2 from the OMol25 dataset. Energies are from the ωB97M-V functional and the def2-TZVPD basis.

Computed properties:
Strongest force on any atom ... 0.46 eV/A
Orbital gap (spin up / spin down) ... 9.4 / 6.0 eV
E_LUMO (spin up / spin down) ... 0.006 / -0.135 Ha
HOMO energy (spin up / spin down) ... -9.25 / -9.65 eV
Relative energy (zero: lowest compared OMol25 entry of this formula, charge and spin) ... 0.592 eV
2S+1 ... 2

Each line ends with the Mulliken spin population.
Atoms and positions in Å:
C (3.4158, -0.3944, -1.5620)  0.068
H (1.8412, -4.3257, 2.8954)  0.006
H (2.1152, -4.2589, -1.4854)  0.000
F (-1.2972, -1.2747, -1.9881)  0.005
O (-3.2558, -1.5542, 0.9531)  0.002
H (3.8977, -0.9540, 2.6825)  -0.008
C (4.5263, -1.1567, -3.5678)  -0.016
C (4.2180, 1.1995, -3.1883)  -0.012
H (3.2402, 1.7481, -1.3733)  -0.005
H (1.7193, 2.0999, 0.5729)  -0.021
H (0.6130, -4.2101, -0.5497)  0.000
H (4.3384, 2.2243, -3.5123)  -0.001
C (4.6890, 0.1588, -3.9775)  0.035
H (1.8693, -5.3993, -0.1466)  0.002
H (0.6879, -3.0317, 2.5592)  -0.006
F (-0.5026, -1.1789, -4.2084)  0.001
H (2.2158, 3.6790, 2.3697)  0.000
H (2.2684, -2.6456, 3.2646)  -0.001
H (-2.7613, -3.1209, 2.9809)  0.000
F (0.4383, 0.0245, -2.4183)  0.014
O (-0.7758, -2.2122, 0.5591)  0.018
H (3.5629, 2.9716, 4.3166)  0.000
O (-0.8386, 0.7414, 0.1511)  0.044
C (3.5898, 0.9252, -1.9849)  0.026
H (4.9513, -2.7237, 1.4750)  -0.005
H (3.7270, -2.4643, -2.0839)  -0.003
F (0.6861, -2.2175, -2.4902)  0.012
O (-1.3479, -0.5002, 2.2601)  -0.002
C (3.5391, 0.0643, 2.5904)  0.013
O (-0.7875, 1.9972, 2.3982)  0.000
C (3.8211, 0.9678, 3.6036)  -0.001
C (1.7428, -3.2901, 2.5625)  0.010
C (2.3409, 1.7770, 1.4000)  0.003
P (-1.4415, 0.9901, 1.5807)  0.003
Ge (2.4486, -0.7911, 0.0501)  0.299
H (4.3936, 0.6506, 4.4653)  0.000
H (4.8890, -1.9669, -4.1858)  0.000
O (-1.8784, -2.9193, 2.6500)  0.002
H (-3.4181, 0.3875, 1.0495)  -0.001
H (5.1796, 0.3736, -4.9174)  0.002
Ge (2.5069, -3.1835, 0.7850)  0.162
H (4.8862, -3.4230, -0.1485)  -0.002
P (-1.9241, -1.8096, 1.5263)  -0.001
C (3.8802, -1.4312, -2.3732)  0.012
O (-2.9867, 1.2024, 1.3788)  0.004
C (4.4466, -3.4543, 0.8463)  0.050
B (-0.1653, -1.1920, -2.9266)  0.038
C (3.3563, 2.2716, 3.5182)  0.006
H (4.6101, -4.4485, 1.2685)  0.012
C (1.6857, -4.3802, -0.4932)  0.008
C (2.6088, 2.6735, 2.4220)  0.001
C (2.8117, 0.4644, 1.4690)  0.078
Ga (-0.0948, -0.8041, -0.4652)  0.149

Here is the molecule C4H4N2 from the OMol25 dataset. Energies are from the ωB97M-V functional and the def2-TZVPD basis.

Computed properties:
Strongest force on any atom ... 1.10 eV/A
Orbital gap ... 11.1 eV
E_LUMO ... 0.023 Ha
HOMO energy ... -10.44 eV
Relative energy (zero: lowest compared OMol25 entry of this formula, charge and spin) ... 2.422 eV

Each line ends with the natural charge from an NBO analysis.
Atoms and positions in Å:
H (3.2206, -0.6300, -0.1134)  0.244
C (-0.4281, 0.1316, 0.3231)  -0.214
C (-0.7945, 1.5420, 0.0778)  0.278
N (-1.2614, -0.7950, -0.4386)  -0.781
C (1.0264, -0.1148, 0.1950)  -0.051
H (-1.0493, -0.7263, -1.4309)  0.367
H (-0.7319, 0.1001, 1.3781)  0.263
C (2.1845, -0.4036, 0.0320)  -0.185
H (-1.0290, -1.7476, -0.1657)  0.370
N (-1.1373, 2.6435, 0.1426)  -0.291

Here is a structure of composition C44H40AsN2O8PS2V from the OMol25 dataset. Energies are from the ωB97M-V functional and the def2-TZVPD basis.

Computed properties:
Strongest force on any atom ... 0.90 eV/A
Orbital gap (spin up / spin down) ... 4.9 / 3.4 eV
E_LUMO (spin up / spin down) ... 0.136 / 0.136 Ha
HOMO energy (spin up / spin down) ... -1.16 / 0.33 eV
Charge ... -2
2S+1 ... 2

Each line ends with the Mulliken spin population.
Atoms and positions in Å:
C (-0.1250, 1.5133, -2.1288)  -0.088
C (-4.0103, 0.0496, -0.7999)  0.000
C (0.4627, 3.3395, 0.5856)  0.006
H (2.0837, -4.4202, 4.9870)  0.000
O (-1.5325, -1.8313, -0.5660)  0.007
C (-4.3743, 4.6012, 0.1947)  0.000
H (0.9121, -2.7325, 3.5803)  -0.003
O (-3.1595, -3.2094, -1.7333)  0.000
C (1.6096, 0.9106, 3.7108)  0.003
H (-4.5319, 6.4854, 5.2418)  0.000
C (1.9855, 3.2360, 3.2473)  0.001
H (3.9287, -3.0681, 0.6101)  -0.002
C (1.1152, 0.9876, -2.4199)  0.033
C (3.6793, -4.7005, 3.5802)  -0.005
C (-0.8557, 7.2001, 6.1369)  0.000
H (-1.5834, 8.9916, 7.0695)  0.000
H (-3.9474, 8.5239, 6.4888)  0.000
C (-4.5552, 0.8656, -3.4204)  0.000
H (0.1806, 7.3949, 6.3856)  0.000
H (-4.4572, 3.1323, 1.7565)  0.001
H (3.4101, 0.0475, -3.1310)  -0.001
C (1.8220, -0.0177, -1.6959)  -0.094
H (-1.3779, 4.4267, 0.8569)  -0.001
H (3.0060, 4.3814, -1.4081)  0.001
O (-2.3603, -0.0194, 1.2482)  0.001
C (-1.2736, 3.5441, 3.5377)  -0.005
H (3.3718, 4.2424, 4.5366)  0.000
C (-4.1668, 4.1469, 1.4915)  -0.001
C (-3.9809, 5.8797, -0.1719)  0.000
C (-3.3703, 6.7078, 0.7608)  0.000
H (-0.2709, 2.5948, -3.9977)  -0.003
C (3.1431, -0.5009, -2.2273)  0.002
H (3.0913, -1.5668, -2.4578)  -0.006
P (0.0723, 1.8647, 1.6041)  0.015
H (-0.7070, 6.3283, -0.5163)  0.000
S (-3.7810, -0.3253, 0.9584)  0.002
H (-0.3986, 5.3736, 5.1245)  0.000
C (2.4986, 0.9820, 4.7761)  0.000
H (-1.7603, 2.5532, -3.0192)  -0.001
C (1.2127, 5.5018, -1.0240)  0.000
C (-5.1505, 1.5214, -2.3544)  0.000
C (2.8753, 3.3055, 4.3100)  0.000
O (-4.1454, -1.7024, 1.1507)  0.001
H (1.5053, 6.3403, -1.6454)  0.000
C (2.5000, -4.1251, 4.0306)  0.002
O (-0.8984, 1.1626, -1.1555)  -0.026
V (-0.4866, -0.1749, 0.2617)  1.219
C (-3.4944, 6.6818, 5.4919)  0.000
As (-3.0540, 4.1466, 4.1428)  0.000
H (-3.0501, 7.7042, 0.4783)  0.000
C (-0.6728, 2.6316, -2.9841)  0.005
H (5.1129, -4.7715, 1.9825)  0.000
C (-3.1675, 7.8317, 6.1938)  0.000
O (-1.5016, -1.9307, -2.9964)  0.001
H (-0.7523, 4.4077, 3.1199)  0.000
H (2.7029, 0.0928, 5.3604)  0.000
H (2.3311, 2.4696, -0.0075)  -0.010
C (2.3585, -2.7895, 2.0217)  -0.004
N (2.1468, -1.4559, 0.0594)  0.010
C (-1.1869, 6.0524, 5.4248)  0.000
H (-2.6250, 6.8893, 2.7578)  0.000
O (0.5551, -1.2546, 1.7209)  -0.016
C (1.3389, 2.0387, 2.9357)  -0.003
H (1.6069, 1.3767, -3.3035)  0.001
H (-3.2044, -0.7079, -3.9838)  -0.001
C (1.8436, -3.1777, 3.2557)  -0.004
C (-2.5098, 5.7796, 5.0881)  0.000
C (-1.8425, 8.0950, 6.5198)  0.000
H (-1.8204, 1.5123, 3.0153)  -0.002
H (3.8311, 2.2314, 5.9067)  0.000
C (1.6831, 3.3356, -0.0901)  -0.016
N (1.3503, -0.5064, -0.5784)  -0.013
H (4.1909, -5.4430, 4.1818)  -0.001
H (-5.3333, 1.5983, -0.2129)  0.000
C (-3.7007, -0.1949, -3.1717)  0.000
H (3.9318, -0.3844, -1.4815)  -0.006
C (-1.4269, 2.4093, 2.5349)  -0.002
C (-3.4243, -0.6234, -1.8766)  0.002
C (4.1952, -4.3217, 2.3448)  0.004
C (-3.1380, 6.2492, 2.0504)  0.000
H (-2.1578, 2.6300, 1.7538)  0.007
C (3.1327, 2.1779, 5.0795)  -0.001
H (-4.8217, 3.9410, -0.5366)  0.000
C (-4.8731, 1.1105, -1.0611)  0.001
S (-2.3056, -2.0470, -1.7959)  0.009
O (-4.6251, 0.6428, 1.6507)  0.000
C (2.0586, 4.4088, -0.8829)  0.002
H (1.1296, -0.0265, 3.4509)  -0.001
C (1.6339, -1.7605, 1.2177)  -0.001
H (-5.8282, 2.3507, -2.5265)  0.000
C (-0.3948, 4.4216, 0.4046)  -0.001
H (1.7957, 4.1204, 2.6495)  -0.002
C (3.5429, -3.3750, 1.5727)  -0.006
H (-0.7111, 3.2005, 4.4080)  0.000
H (-4.7496, 1.1769, -4.4403)  0.000
C (-3.5306, 4.9655, 2.4257)  -0.001
C (-0.0204, 5.4995, -0.3886)  -0.002
H (-4.1371, 6.2241, -1.1870)  0.000
H (-0.4152, 3.6016, -2.5454)  -0.005

Here is a structure of composition C9H4Cl2IrN2O3Ru from the OMol25 dataset. Energies are from the ωB97M-V functional and the def2-TZVPD basis.

Computed properties:
Strongest force on any atom ... 12.74 eV/A
Orbital gap (spin up / spin down) ... 6.8 / 2.5 eV
E_LUMO (spin up / spin down) ... -0.532 / -0.684 Ha
HOMO energy (spin up / spin down) ... -21.22 / -21.11 eV
Charge ... +4
Relative energy (zero: lowest compared OMol25 entry of this formula, charge and spin) ... 0.192 eV
2S+1 ... 10

Each line ends with the Mulliken spin population.
Atoms and positions in Å:
O (-1.6063, -4.2143, 2.0789)  0.135
N (0.2680, -0.0492, 2.1160)  0.403
H (2.3768, -0.1251, 2.1637)  0.003
H (2.5804, 1.9697, 3.5059)  -0.001
C (1.4937, 0.4375, 2.4858)  0.497
Cl (-0.7590, 0.6824, -4.9111)  0.230
C (-0.8548, 0.6348, 2.4541)  0.477
Ru (-0.2642, -1.1180, -6.2605)  1.922
C (1.5919, 1.5998, 3.2496)  0.251
C (-0.7023, -0.3386, -7.8345)  -0.064
C (0.2612, -2.7172, -7.0168)  -0.170
H (-1.7257, 2.2874, 3.4075)  0.003
O (0.5784, -3.7164, -7.5499)  0.101
O (-0.9748, 0.1018, -8.8899)  -0.013
Ir (-0.1800, -1.7288, 1.2579)  2.552
C (0.4358, 2.2558, 3.6669)  0.368
H (-1.7900, 0.1981, 2.1051)  0.017
Cl (0.0546, -2.2870, -0.9358)  0.936
C (-0.9918, -3.2645, 1.7606)  0.127
N (0.5091, 4.2683, 5.3283)  0.611
C (0.4896, 3.3351, 4.6120)  0.351
C (-0.7909, 1.7885, 3.2062)  0.264

Here is a structure of composition C19H15F3NiPSSe2 from the OMol25 dataset. Energies are from the ωB97M-V functional and the def2-TZVPD basis.

Computed properties:
Strongest force on any atom ... 1.26 eV/A
Orbital gap (spin up / spin down) ... 7.1 / 7.4 eV
E_LUMO (spin up / spin down) ... 0.098 / 0.098 Ha
HOMO energy (spin up / spin down) ... -4.47 / -4.70 eV
Charge ... -1
2S+1 ... 3

Each line ends with the Mulliken spin population.
Atoms and positions in Å:
H (-5.2021, 0.9151, 4.1982)  0.000
P (-0.9236, 1.9805, 2.0563)  -0.036
C (-4.5420, -1.2044, 0.6263)  0.016
H (-4.0018, -1.7926, 1.3534)  0.000
C (1.6569, -0.0573, 0.0053)  0.005
C (-4.7324, 1.3563, 3.3316)  0.002
Se (-0.2789, 2.6565, 0.0844)  0.105
C (-5.5100, 1.8698, 2.3090)  0.000
F (2.4850, -0.1317, 1.1055)  -0.001
C (-4.9101, 2.4511, 1.2066)  0.000
H (-3.9985, 0.7534, -2.0734)  0.000
C (0.4016, 3.1689, 4.2646)  0.002
C (0.2932, 5.5280, 4.6978)  0.000
H (-6.4627, 0.8992, -1.9605)  0.000
S (-2.1071, -0.6454, -0.4688)  0.159
C (-3.5310, 2.5150, 1.1204)  0.001
H (0.6087, 6.3898, 5.2686)  0.000
H (-6.4560, -1.6494, 1.4542)  0.000
H (0.7819, 2.1807, 4.4873)  0.003
Se (-0.2191, 0.0677, 2.8076)  0.097
F (1.9751, -1.2073, -0.6938)  0.007
Ni (-0.3037, 0.1756, 0.3330)  1.619
C (-6.6173, -0.3508, -0.2355)  0.014
C (-0.4697, 3.3353, 3.2024)  -0.006
C (-4.5426, 0.2337, -1.2972)  0.019
C (-5.9191, 0.3168, -1.2297)  -0.005
C (-3.8351, -0.5180, -0.3608)  -0.008
H (-1.6245, 4.6932, 2.0381)  0.005
C (-3.3557, 1.4005, 3.2421)  -0.002
C (0.7791, 4.2704, 5.0132)  0.005
H (-5.5114, 2.8499, 0.4039)  0.000
H (-3.0408, 2.9623, 0.2654)  -0.001
H (-0.9599, 6.6677, 3.3833)  0.000
F (2.2496, 0.9297, -0.7568)  0.002
C (-2.7565, 1.9796, 2.1346)  -0.001
C (-5.9173, -1.1144, 0.6842)  -0.005
H (-2.7261, 0.9664, 4.0067)  -0.004
H (-7.6960, -0.2667, -0.1818)  0.001
H (-6.5876, 1.8129, 2.3728)  0.001
H (1.4685, 4.1523, 5.8360)  0.000
C (-0.5848, 5.6877, 3.6375)  0.000
C (-0.9637, 4.5935, 2.8883)  0.007